C8H22MgN4O8 as an isolated structure at a distorted geometry, computed with wB97M-V/def2-TZVPD.

```
43
Properties=species:S:1:pos:R:3:forces:R:3:mulliken_charge:R:1
Mg 0.135 -0.104 0.094 -0.426 -0.371 0.754 1.319
N 0.866 -3.187 -0.250 0.625 0.177 -0.907 0.915
O 1.452 -3.174 -1.357 -0.483 -0.005 0.492 -0.631
O 0.375 -4.201 0.222 -0.005 0.474 0.037 -0.644
O 0.829 -2.079 0.397 -0.266 0.098 0.640 -0.520
N -1.538 2.668 -0.041 -0.814 0.776 0.261 0.794
O -2.110 2.642 1.071 0.321 -0.261 -0.183 -0.643
O -1.727 3.595 -0.827 0.439 -0.800 0.300 -0.676
O -0.772 1.701 -0.349 0.290 0.404 -0.649 -0.745
C 3.581 0.431 -2.295 -0.207 -0.495 -1.044 -1.797
C 2.597 0.063 -1.197 1.583 -0.467 0.216 0.491
C 2.701 1.091 -0.093 0.569 0.519 0.795 -0.867
O 1.695 0.884 0.910 -0.365 -0.107 -0.592 -0.046
C 1.619 1.933 1.851 1.280 0.710 0.591 -0.919
N 1.191 -0.054 -1.583 0.595 0.884 -2.423 -0.337
H 3.346 1.349 -2.839 0.159 0.222 0.331 0.421
H 3.572 -0.357 -3.056 -0.197 -0.027 0.045 0.429
H 4.609 0.392 -1.934 -0.044 0.486 0.181 0.424
H 3.040 -0.876 -0.857 -1.014 -0.310 0.364 0.208
H 2.690 2.094 -0.539 -0.698 0.111 0.220 0.399
H 3.646 1.065 0.460 0.240 -0.356 -0.407 0.458
H 1.438 2.897 1.370 -0.130 -0.098 -0.076 0.334
H 2.595 1.967 2.355 -0.040 0.259 -0.088 0.311
H 0.911 1.796 2.663 -0.413 -0.516 -0.497 0.295
H 1.008 -0.772 -2.285 0.595 -0.725 0.639 0.331
H 1.010 0.764 -2.177 -0.237 0.295 0.584 0.309
C -3.205 -0.654 2.552 -0.222 -0.940 -0.585 -1.495
C -2.082 -0.962 1.557 -0.294 0.575 -0.305 0.033
C -2.595 -0.778 0.129 -0.077 0.464 0.588 -1.075
O -1.480 -0.912 -0.762 -1.236 -0.894 0.037 0.154
C -1.896 -1.162 -2.088 -0.149 1.149 -0.895 -0.963
N -0.967 -0.020 1.841 -0.218 -0.757 0.164 -0.418
H -4.093 -1.248 2.316 0.012 -0.046 0.203 0.425
H -3.495 0.392 2.446 0.132 0.068 0.088 0.415
H -2.899 -0.865 3.574 -0.017 0.043 0.029 0.363
H -1.704 -1.983 1.454 0.159 -0.022 1.150 0.426
H -3.093 0.191 0.014 0.151 0.058 -0.285 0.343
H -3.327 -1.574 -0.025 0.052 -0.026 -0.321 0.635
H -2.589 -1.995 -2.201 0.207 -0.224 0.352 0.317
H -1.035 -1.287 -2.740 0.133 -0.382 0.283 0.252
H -2.395 -0.262 -2.472 -0.152 -0.062 0.081 0.356
H -0.506 -0.302 2.699 -0.071 -0.085 0.010 0.371
H -1.398 0.894 1.990 0.231 0.204 -0.178 0.249
```
Positions in Å, forces in eV/Å.

Computed properties:
LUMO level in eV: 0.3
2S+1: 1
Molecular weight in g mol⁻¹: 326.589
F_max in hartree/bohr: 0.0515
Energy above the lowest of the compared OMol25 structures with the same formula, charge and spin in kcal/mol: 0.0